1.
13
Properties=species:S:1:pos:R:3 method="wB97M-V/def2-TZVPD" homo_lumo_gap_ev=8.235 multiplicity=1 smiles="C#CC(=O)N(C)N"
C 1.39 -1.22 -0.25
C 0.27 0.74 0.43
C -0.90 1.60 0.72
C -1.75 2.35 1.08
H 1.51 -1.97 -1.10
H 1.48 -1.98 0.76
H 1.94 -0.04 -0.12
H -1.19 -0.26 -1.80
H -0.91 -1.94 -0.73
H -2.64 2.67 1.65
N 0.24 -0.40 -0.38
N -0.92 -0.78 -0.76
O 1.48 1.22 0.51



2.
14
Properties=species:S:1:pos:R:3 method="wB97M-V/def2-TZVPD" homo_lumo_gap_ev=8.421 multiplicity=1
C -0.42 1.85 0.15
C 1.05 -0.06 -0.10
C 2.52 -0.37 -0.16
C -1.96 -1.69 -0.10
H -1.45 1.14 -0.24
H -0.65 1.92 1.40
H -0.42 2.90 -0.15
H 3.29 0.38 -1.15
H -3.01 -1.30 0.37
H -1.62 -2.84 -0.79
N 0.20 -0.93 0.04
N -1.13 -0.75 0.27
O 0.84 1.29 0.01
O 2.76 -1.53 0.46



3.
14
Properties=species:S:1:pos:R:3 method="wB97M-V/def2-TZVPD" homo_lumo_gap_ev=9.102 multiplicity=1 smiles="C=C1OCC(=O)N1N"
C 0.19 0.50 0.60
C -0.35 1.62 1.18
C 1.24 -1.55 0.31
C 0.18 -1.34 -0.89
H -1.04 1.24 -1.34
H -2.35 0.82 -0.66
H -1.31 1.85 0.87
H 0.54 2.34 1.63
H 1.58 -2.31 1.15
H 2.24 -1.46 -0.22
N -1.59 0.30 -1.21
N -0.61 -0.34 -0.21
O 1.35 0.00 0.87
O -0.08 -1.68 -2.10



4.
14
Properties=species:S:1:pos:R:3 method="wB97M-V/def2-TZVPD" homo_lumo_gap_ev=9.812 multiplicity=1 smiles="ON1C=NO[C@H]2C[C@@H]21"
C -1.20 1.21 0.46
C 0.82 0.16 -0.45
C 1.43 -1.09 0.14
C 0.11 -0.52 0.70
H -1.12 -0.68 -1.36
H -2.13 1.63 0.29
H 0.44 -0.24 -1.43
H 1.45 -2.03 -0.53
H 2.26 -0.90 1.01
H 0.60 0.05 1.59
N -1.28 -0.24 0.60
N -0.35 2.06 -0.01
O -1.95 -0.93 -0.60
O 0.91 1.53 -0.40



5.
14
Properties=species:S:1:pos:R:3 method="wB97M-V/def2-TZVPD" homo_lumo_gap_ev="7.638 / 7.662" multiplicity=1
C -0.49 -0.11 1.21
C -1.77 -0.49 0.81
C 0.37 0.38 0.21
C 1.85 0.43 0.38
N -1.90 -0.66 -0.47
N -0.08 0.52 -1.01
O 0.96 0.30 -1.96
O -2.78 -0.62 -1.30
H -0.34 -0.28 2.27
H -2.61 -0.94 1.28
H 2.28 -0.61 -0.06
H 2.12 1.32 -0.15
H 2.01 0.35 1.48
H 0.38 0.39 -2.69



6.
14
Properties=species:S:1:pos:R:3 method="wB97M-V/def2-TZVPD" homo_lumo_gap_ev=9.159 multiplicity=1 smiles="C[C@@H]1C(=O)N=CN1O"
C 0.09 -1.74 0.47
C -0.30 -0.25 0.15
C 0.79 1.56 -0.51
C -0.04 -0.20 -1.52
H -0.27 -1.85 1.44
H -0.42 -2.32 -0.14
H 1.21 -2.00 0.37
H -1.32 0.01 0.23
H -1.28 1.62 1.26
H 1.12 2.60 -0.24
N 0.17 0.99 0.65
N 0.80 0.81 -1.55
O -0.30 1.81 1.67
O -0.24 -1.05 -2.27



7.
14
Properties=species:S:1:pos:R:3 method="wB97M-V/def2-TZVPD" homo_lumo_gap_ev=9.907 multiplicity=1
C -0.99 -0.45 -0.32
C 0.51 -0.88 0.01
N -1.05 -0.17 -1.66
C 0.54 1.32 1.22
C 0.95 0.05 0.98
O -0.20 2.17 0.49
N 0.97 -1.93 -0.52
O -1.93 -0.40 0.44
H -0.99 1.71 0.15
H -0.44 -0.68 -2.27
H -1.98 -0.04 -2.03
H 1.90 -2.19 -0.18
H 1.04 1.86 2.02
H 1.68 -0.37 1.67



8.
14
Properties=species:S:1:pos:R:3 method="wB97M-V/def2-TZVPD" homo_lumo_gap_ev=9.651 multiplicity=1
C -0.53 -1.40 -1.22
C 0.26 0.05 -0.91
C 0.11 0.74 1.50
C -0.83 -0.43 -0.06
H 1.17 -1.60 0.28
H -1.33 -1.73 -1.84
H 1.23 -0.42 -0.54
H 0.67 2.55 0.50
H 0.67 1.38 2.36
H -1.60 0.49 -0.38
N -0.07 1.76 0.48
N -0.44 -0.40 1.46
O 0.49 -2.30 -0.68
O 0.18 1.32 -0.97



9.
14
Properties=species:S:1:pos:R:3 method="wB97M-V/def2-TZVPD" homo_lumo_gap_ev=9.008 multiplicity=1
C 0.85 0.79 0.17
C 0.95 -0.54 -0.42
C -0.02 -1.61 -0.85
C -1.49 0.29 -0.13
H -0.59 1.27 2.16
H 1.84 1.34 -0.35
H 1.02 0.63 1.32
H 0.10 -2.16 -2.20
H 0.12 -2.58 0.16
H -2.40 0.96 -0.14
N -0.36 1.29 0.13
N -1.33 -0.80 -0.73
O -0.72 2.14 1.40
O 2.06 -1.02 -0.52



10.
14
Properties=species:S:1:pos:R:3 method="wB97M-V/def2-TZVPD" homo_lumo_gap_ev=7.937 multiplicity=1 smiles=Nc1cc(O)n(O)c1
C 0.21 1.10 0.06
C -0.37 0.52 -1.05
C -0.47 -0.78 -0.89
C 0.33 0.11 1.00
H 0.68 2.77 1.16
H -0.22 3.05 -0.21
H -0.78 0.90 -1.94
H -0.57 -2.60 -1.24
H 0.29 -2.68 1.37
H 0.59 0.11 2.07
N 0.46 2.48 0.21
N -0.18 -1.08 0.51
O -0.71 -1.79 -1.76
O 0.75 -2.10 0.70



11.
14
Properties=species:S:1:pos:R:3 method="wB97M-V/def2-TZVPD" homo_lumo_gap_ev=7.304 multiplicity=1
C -0.33 0.50 -0.28
C -3.51 -0.07 0.52
C -0.62 1.67 0.43
C 0.46 -0.46 0.61
N 0.97 -2.34 -0.63
N 1.06 -1.63 0.52
O -3.99 0.59 -0.25
O -3.15 -0.74 1.35
H -0.06 1.96 1.46
H -0.54 2.74 0.04
H -1.73 1.50 0.73
H 1.42 -3.29 -0.74
H 0.72 0.02 1.49
H 0.31 -2.05 -1.37



12.
14
Properties=species:S:1:pos:R:3 method="wB97M-V/def2-TZVPD" homo_lumo_gap_ev=9.183 multiplicity=1
C -1.65 -0.06 -0.01
C -0.62 -1.14 -0.22
C 0.70 -1.17 -0.22
C 1.49 0.09 0.04
H -2.16 1.79 -0.12
H -0.39 1.58 -0.31
H -3.41 0.34 0.54
H -0.92 -2.18 -0.31
H 1.24 -2.04 -0.49
H 3.34 0.55 0.38
N -1.36 1.21 -0.38
N -2.79 -0.43 0.46
O 2.78 -0.25 0.22
O 1.21 1.27 0.06



13.
16
Properties=species:S:1:pos:R:3 method="wB97M-V/def2-TZVPD" homo_lumo_gap_ev=9.473 multiplicity=1
C -1.38 0.40 1.34
C -0.37 -0.07 2.15
C 0.50 1.39 0.41
C -0.84 1.31 0.34
N 1.02 -1.44 0.05
N -0.01 -1.38 -0.66
O 1.68 0.22 -2.19
O 0.32 -1.31 -3.55
S 1.20 0.40 1.60
S 0.31 -0.23 -2.59
H -2.49 0.16 1.53
H -0.45 -0.87 2.79
H 0.86 2.21 -0.06
H -1.37 2.02 -0.33
H 1.75 -0.97 -0.51
H -0.74 -1.85 -0.30



14.
15
Properties=species:S:1:pos:R:3 method="wB97M-V/def2-TZVPD" homo_lumo_gap_ev=10.097 multiplicity=1 smiles="C=COC(=O)O/C=N/N"
C 1.90 0.88 -0.13
C -0.28 0.01 -0.29
C -2.55 -0.32 0.08
C -3.80 0.07 0.16
H 4.16 -0.78 0.97
H 3.93 -0.93 -0.61
H 2.31 1.84 -0.32
H -2.24 -1.32 0.12
H -4.09 1.09 0.11
H -4.56 -0.66 0.32
N 3.82 -0.27 0.13
N 2.42 -0.18 0.19
O 0.54 1.10 -0.22
O -0.07 -1.11 -0.47
O -1.50 0.58 -0.04



15.
16
Properties=species:S:1:pos:R:3 method="wB97M-V/def2-TZVPD" total_charge=-2 homo_lumo_gap_ev="7.189 / 4.795" multiplicity=1
C -1.08 -1.53 -1.64
C 2.11 0.81 0.80
C 1.78 -0.29 -0.27
C -1.23 -0.66 -0.41
N -1.63 0.56 -0.40
N -1.96 1.09 0.78
O -1.15 -1.01 -2.78
O -1.96 0.42 1.84
O -0.87 -2.79 -1.39
O -2.50 2.26 0.75
H 3.07 0.57 1.45
H 1.48 1.20 1.58
H 2.31 1.73 0.34
H 1.32 0.15 -1.22
H 1.38 -1.32 0.01
H -1.07 -1.20 0.56



16.
14
Properties=species:S:1:pos:R:3 method="wB97M-V/def2-TZVPD" homo_lumo_gap_ev=8.859 multiplicity=1
C -1.40 -1.56 0.30
C 0.54 -0.28 1.24
C 0.84 0.71 0.39
C 0.88 1.66 -1.74
H -1.64 0.25 -0.31
H -1.78 -2.59 0.35
H 0.05 -2.25 1.59
H 0.89 -0.20 2.26
H 1.41 1.61 0.72
H 1.49 2.42 -1.23
N -2.09 -0.69 -0.31
N -0.19 -1.45 0.98
O 0.46 0.66 -0.94
S 0.53 1.73 -3.31



17.
14
Properties=species:S:1:pos:R:3 method="wB97M-V/def2-TZVPD" homo_lumo_gap_ev=9.352 multiplicity=1 smiles=Cc1cc(O)nn1S
C -1.40 1.59 -0.16
C -0.25 0.56 -0.03
C 1.19 0.68 0.08
C 1.68 -0.63 0.03
H -1.97 1.51 -1.09
H -0.91 2.57 0.16
H -2.22 1.31 0.53
H 1.94 1.53 -0.05
H 2.94 -1.99 -0.35
H -2.13 -1.91 1.24
N 0.70 -1.57 -0.04
N -0.51 -0.86 0.00
O 2.90 -1.08 -0.16
S -1.96 -1.70 -0.15



18.
14
Properties=species:S:1:pos:R:3 method="wB97M-V/def2-TZVPD" homo_lumo_gap_ev=8.848 multiplicity=1 smiles="C=CNC(=S)NC=O"
C -2.73 -0.44 -0.11
C -1.43 -0.33 0.18
C 0.69 0.90 -0.04
C 2.72 -0.44 0.06
H -3.27 0.38 -0.58
H -3.28 -1.36 0.18
H -0.95 -1.15 0.69
H -1.12 1.66 -0.18
H 0.86 -1.12 -0.27
H 3.18 0.51 0.29
N -0.67 0.79 -0.03
N 1.36 -0.28 -0.09
O 3.25 -1.53 -0.09
S 1.40 2.40 0.00



19.
14
Properties=species:S:1:pos:R:3 method="wB97M-V/def2-TZVPD" homo_lumo_gap_ev=9.502 multiplicity=1
C -0.34 0.88 0.83
C -0.12 -0.58 0.74
C 0.79 -0.99 -0.44
C 0.07 -0.77 -1.77
H -0.29 1.13 2.70
H -1.14 -1.07 0.69
H 0.37 -0.99 1.68
H 1.03 -2.07 -0.41
H 1.71 -0.40 -0.44
H -0.46 2.52 -0.45
N -0.45 1.63 1.85
N -0.32 1.49 -0.42
O 0.08 -1.51 -2.71
S -0.93 0.72 -1.83



20.
17
Properties=species:S:1:pos:R:3 method="wB97M-V/def2-TZVPD" homo_lumo_gap_ev="7.175 / 7.995" multiplicity=1
C -1.11 -1.58 0.22
C -1.86 -0.51 0.20
C -1.29 0.81 0.56
C 1.08 0.31 0.12
N 0.00 1.17 0.40
N 1.06 -0.85 0.86
O -2.09 1.61 1.03
S -3.60 -0.73 -0.28
S 2.66 1.27 0.35
S 0.96 -0.07 -1.73
S 2.33 -1.86 0.90
H -1.24 -2.61 0.02
H 0.22 2.10 0.90
H -4.21 0.57 -0.17
H 3.20 1.20 -0.86
H 1.15 1.12 -2.10
H 2.74 -1.95 -0.43



21.
13
Properties=species:S:1:pos:R:3 method="wB97M-V/def2-TZVPD" homo_lumo_gap_ev=7.660 multiplicity=1
C 0.33 1.78 0.01
C 1.09 0.58 0.16
C -1.41 0.28 -0.01
C 0.57 -1.87 -0.04
N -1.00 1.49 0.06
N 0.40 -0.52 0.27
S -2.69 -0.68 -0.08
H 0.43 2.81 -0.01
H 2.22 0.53 0.09
H 1.23 -2.12 -0.78
H 0.78 -2.43 0.87
H -0.36 -2.15 -0.40
H -1.61 2.29 -0.14



22.
13
Properties=species:S:1:pos:R:3 method="wB97M-V/def2-TZVPD" homo_lumo_gap_ev=8.105 multiplicity=1 smiles="S=C/N=C/N1CC1"
C -1.57 0.53 0.01
C 0.66 0.91 -0.10
C 2.43 -0.71 -0.66
C 2.53 -0.43 0.73
H -1.73 1.57 -0.22
H 0.35 1.95 -0.13
H 3.27 -0.67 -1.33
H 1.62 -1.40 -1.11
H 1.79 -0.99 1.33
H 3.52 -0.35 1.23
N -0.27 0.03 0.19
N 2.06 0.63 -0.13
S -2.85 -0.41 -0.01



23.
13
Properties=species:S:1:pos:R:3 method="wB97M-V/def2-TZVPD" homo_lumo_gap_ev=9.311 multiplicity=1 smiles="C1=NNC[C@@H]2S[C@@H]12"
C 0.24 -0.19 -1.34
C 0.09 -0.09 1.71
C -0.78 0.67 0.69
C -1.14 -0.03 -0.49
H 0.38 -1.12 -1.98
H 0.40 0.77 -1.95
H 2.36 -0.74 -0.70
H -0.06 -0.03 2.86
H -0.38 1.62 0.60
H -1.30 -1.13 -0.24
N 1.38 -0.28 -0.17
N 1.19 -0.50 1.21
S -2.38 1.05 -0.18



24.
13
Properties=species:S:1:pos:R:3 method="wB97M-V/def2-TZVPD" homo_lumo_gap_ev=9.020 multiplicity=1 smiles=CSc1ncc[nH]1
C 1.79 1.90 -0.02
C -0.20 -0.12 -0.10
C 0.02 -2.23 0.32
C -1.28 -2.00 0.23
H 1.92 3.02 -0.49
H 2.35 1.03 -0.58
H 2.16 1.94 1.09
H 0.53 -3.16 0.50
H -2.19 -2.68 0.52
H -2.21 -0.14 -0.13
N 0.70 -1.03 0.03
N -1.45 -0.64 0.03
S 0.04 1.65 -0.25



25.
13
Properties=species:S:1:pos:R:3 method="wB97M-V/def2-TZVPD" homo_lumo_gap_ev=8.932 multiplicity=1
C -0.21 -1.16 1.13
C -0.63 0.37 1.47
C 1.23 0.65 -1.20
C -0.46 -0.04 0.11
N 0.48 0.70 -2.29
N -0.64 0.30 -2.52
S -1.61 -0.12 -1.14
H 0.72 -1.58 1.45
H -1.03 -1.94 0.93
H -1.56 0.49 2.04
H 0.09 0.88 2.01
H 1.67 1.66 -1.02
H 1.94 -0.22 -0.97



26.
13
Properties=species:S:1:pos:R:3 method="wB97M-V/def2-TZVPD" homo_lumo_gap_ev=8.405 multiplicity=1 smiles="C=CC(=S)NN=C"
C -0.44 2.00 -0.17
C -1.34 1.11 0.21
C -1.28 -0.37 0.05
C 2.13 -1.21 0.05
H -0.66 3.04 -0.05
H 0.51 1.76 -0.59
H -2.30 1.44 0.63
H -0.13 -2.01 -0.18
H 3.09 -0.77 0.17
H 2.07 -2.29 -0.16
N -0.10 -1.00 -0.06
N 1.13 -0.43 0.12
S -2.67 -1.25 -0.03



27.
14
Properties=species:S:1:pos:R:3 method="wB97M-V/def2-TZVPD" homo_lumo_gap_ev=8.358 multiplicity=1 smiles="C=NN(C=S)CC=S"
C -0.88 -2.82 0.71
C -0.62 0.61 0.37
C -0.52 1.09 -1.07
C 1.27 -0.96 0.72
H -1.60 -3.59 0.40
H -0.23 -3.07 1.58
H 0.02 1.28 0.94
H -1.66 0.68 0.78
H 0.37 0.75 -1.58
H 1.56 -2.02 0.69
N -0.95 -1.69 0.15
N -0.05 -0.73 0.53
S -1.61 2.06 -1.77
S 2.42 0.16 1.02



28.
14
Properties=species:S:1:pos:R:3 method="wB97M-V/def2-TZVPD" homo_lumo_gap_ev=7.850 multiplicity=1 smiles="[H]/N=C/N(S)C(=C)C=S"
C 0.85 -1.43 -0.16
C -0.46 0.60 -0.07
C -0.61 1.28 1.08
C -1.47 0.48 -1.11
H 2.62 1.09 0.83
H 1.83 -1.84 -0.39
H -0.07 -2.99 0.24
H 0.17 1.26 1.82
H -1.51 1.89 1.31
H -1.10 0.14 -2.07
N 0.83 -0.06 -0.30
N -0.23 -2.02 0.23
S 2.27 0.91 -0.43
S -3.11 0.69 -0.99



29.
14
Properties=species:S:1:pos:R:3 method="wB97M-V/def2-TZVPD" homo_lumo_gap_ev=7.616 multiplicity=1
C -0.21 -0.53 -0.55
C 0.09 1.03 1.01
C 0.79 1.62 1.96
C 0.26 -1.53 -1.62
H -1.96 0.02 0.21
H -2.04 -1.27 -0.85
H -1.00 1.36 0.93
H 1.81 1.55 2.16
H 0.01 1.93 2.94
H 2.08 -0.06 -1.45
N -1.59 -0.37 -0.58
N 0.66 0.29 0.05
S 1.82 -1.28 -2.09
S -0.72 -2.77 -2.13



30.
13
Properties=species:S:1:pos:R:3 method="wB97M-V/def2-TZVPD" total_charge=+1 homo_lumo_gap_ev="8.165 / 8.164" multiplicity=1 smiles="[H]/N=N/C=C=[N+]1CC1"
C 1.62 0.90 -0.38
C 0.33 0.83 0.04
C -2.09 0.16 0.68
C -1.77 -0.62 -0.51
N 2.52 -0.09 -0.36
N -0.77 0.38 0.04
N 3.09 -0.70 0.47
H 1.88 1.95 -0.87
H -2.83 0.98 0.72
H -2.07 -0.28 1.75
H -1.70 -1.78 -0.31
H -1.95 -0.21 -1.49
H 3.74 -1.52 0.22



31.
13
Properties=species:S:1:pos:R:3 method="wB97M-V/def2-TZVPD" total_charge=+1 homo_lumo_gap_ev="7.580 / 7.579" multiplicity=1
C 1.23 -1.32 0.11
C 2.03 -0.17 -0.11
C -1.17 -0.59 0.11
C 0.32 1.52 0.26
N -0.13 -1.21 0.15
N 1.37 0.94 -0.16
N -2.44 -0.35 -0.22
H 1.63 -2.28 0.00
H 3.09 -0.21 -0.45
H -0.50 1.98 -0.45
H 0.23 1.65 1.30
H -2.73 -0.04 -1.14
H -2.91 0.06 0.60



32.
13
Properties=species:S:1:pos:R:3 method="wB97M-V/def2-TZVPD" total_charge=+1 homo_lumo_gap_ev=9.368 multiplicity=1
C 2.44 -0.96 -0.05
C 1.33 0.10 -0.01
C -1.19 0.69 0.06
C -1.12 -0.77 0.04
N 3.33 -0.06 0.12
N 0.08 0.10 -0.08
N 2.35 0.97 -0.06
H 2.37 -2.04 0.19
H -1.77 1.35 -0.74
H -1.29 1.33 0.90
H -1.11 -1.40 0.92
H -1.26 -1.30 -0.92
H 2.55 1.87 -0.33



33.
13
Properties=species:S:1:pos:R:3 method="wB97M-V/def2-TZVPD" total_charge=+1 homo_lumo_gap_ev=8.516 multiplicity=1
C 1.98 2.18 1.87
C 2.33 -0.13 1.13
C -0.97 -0.91 0.33
C -1.22 -0.75 -1.17
N 1.38 -0.88 0.77
N 0.18 -0.69 0.84
N 2.14 1.14 1.43
H 1.94 3.27 2.20
H 3.34 -0.53 1.02
H -1.76 -0.94 1.02
H -2.24 -1.08 -1.28
H -0.62 -1.50 -1.59
H -0.95 0.27 -1.62



34.
13
Properties=species:S:1:pos:R:3 method="wB97M-V/def2-TZVPD" total_charge=+1 homo_lumo_gap_ev=11.566 multiplicity=1 smiles="N#C[C@H]1CNC=[NH+]1"
C -1.88 0.93 0.69
C 0.75 -1.34 0.01
C 0.61 0.98 -0.13
C -0.88 0.46 -0.32
N -2.61 1.41 1.46
N 1.45 -0.23 -0.12
N -0.55 -1.18 -0.03
H 1.18 -2.35 0.20
H 0.95 1.64 -0.91
H 0.84 1.40 0.96
H -1.14 0.55 -1.41
H 2.40 -0.23 -0.41
H -1.12 -2.05 0.02



35.
13
Properties=species:S:1:pos:R:3 method="wB97M-V/def2-TZVPD" total_charge=+1 homo_lumo_gap_ev="6.966 / 7.230" multiplicity=3
C -0.31 -2.18 -0.10
C -0.62 -1.24 1.03
C 0.16 0.03 -1.23
C 0.34 2.05 0.15
N 0.03 -1.85 -1.27
N 0.11 0.60 -0.11
N -0.45 -0.02 0.96
H -0.25 -3.26 -0.05
H -1.13 -1.61 1.89
H 0.76 0.29 -2.14
H -0.49 2.55 0.75
H 1.23 1.97 0.83
H 0.60 2.67 -0.71



36.
14
Properties=species:S:1:pos:R:3 method="wB97M-V/def2-TZVPD" total_charge=-1 homo_lumo_gap_ev="5.020 / 5.021" multiplicity=1 smiles=CN([O-])c1cc[nH]n1
C 0.74 -0.51 0.66
C 2.04 -0.09 0.67
C 0.05 0.44 -0.16
C -2.11 -0.69 -0.14
N 0.94 1.39 -0.63
N 2.14 1.07 0.01
N -1.32 0.54 -0.38
O -1.78 1.27 -1.39
H 0.30 -1.24 1.22
H 3.00 -0.49 0.98
H -2.66 -0.84 -1.04
H -1.39 -1.45 0.06
H -2.89 -0.69 0.66
H 2.95 1.30 -0.54



Per-record E_tot, Ha: -340.51996 -415.73019 -415.83126 -415.69622 -415.78551 -415.83987 -415.97843 -415.65810 -415.71324 -415.91022 -415.83056 -415.99822 -1212.26980 -491.17522 -566.25846 -738.89368 -738.89182 -738.95245 -738.94908 -1933.33654 -663.60864 -663.61255 -663.51810 -663.68101 -663.52467 -663.64200 -1061.81264 -1061.82122 -1061.81422 -319.79687 -319.90169 -319.84485 -319.86399 -319.98506 -319.74134 -395.42672
Per-record strongest force on any atom, eV Å⁻¹: 8.230 8.263 6.546 5.909 4.041 7.068 3.236 6.330 7.775 3.793 5.852 3.762 4.605 4.732 3.324 1.434 4.741 1.788 2.252 3.360 4.809 3.361 7.758 4.623 3.554 0.930 1.348 2.264 6.261 5.608 3.436 4.163 3.700 2.939 6.750 2.710